Run one
{"formula": "C3H8N3O", "method": "ωB97M-V with the def2-TZVPD basis set", "symbols": ["H", "N", "N", "C", "C", "O", "N", "C", "H", "H", "H", "H", "H", "H", "H"], "xyz": [[2.02, -2.30, -0.01], [1.47, -1.67, -0.76], [0.66, -0.88, -0.49], [-0.19, -0.22, 0.22], [-1.63, -0.74, 0.24], [-1.46, -2.00, -0.25], [0.08, 1.11, 0.52], [1.35, 1.69, 0.33], [-1.98, -0.61, 1.42], [-2.43, -0.17, -0.27], [-2.27, -2.54, -0.28], [-0.59, 1.51, 1.16], [1.31, 2.70, 0.56], [1.69, 1.58, -0.62], [2.09, 1.20, 1.02]], "charge": 1, "orbital_gap_ev": 9.007, "smiles": "[H]/N=N\\C(CO)=[NH+]/C", "e_lumo_ha": -0.178}

***

Run two
{"formula": "C3H8N3O", "method": "ωB97M-V with the def2-TZVPD basis set", "symbols": ["N", "C", "N", "C", "C", "N", "O", "H", "H", "H", "H", "H", "H", "H", "H"], "xyz": [[2.46, -0.69, -0.30], [1.34, -0.04, -0.08], [0.97, 1.14, -0.24], [-0.35, 1.38, 0.35], [-0.81, -0.11, 0.65], [-1.72, -0.62, -0.52], [0.34, -0.82, 0.69], [3.23, -0.11, -0.60], [2.65, -1.53, 0.00], [-0.85, 1.92, -0.33], [-0.27, 2.06, 1.27], [-1.34, -0.37, 1.50], [-2.59, -0.08, -0.79], [-2.05, -1.55, -0.21], [-1.01, -0.59, -1.39]], "charge": 1, "orbital_gap_ev": 9.683, "smiles": "NC1=NC[C@@H]([NH3+])O1", "e_lumo_ha": -0.139}

***

Energies in kJ/mol, measured from the most stable structure: run one 267.7; run two 0.0.